DFT (ωB97M-V with the def2-TZVPD basis set) results for 2 unconnected molecules or ions with the total composition C5H11N.

Last column: Mulliken charge in e.
CARTESIAN COORDINATES (ANGSTROEM)
C 2.055 0.125 -0.440  -0.573
N 1.105 -0.241 0.388  -0.107
C 0.640 0.052 1.749  -0.521
C -0.006 -0.798 0.751  0.340
C -1.044 1.465 -1.236  -0.902
C -1.044 -1.741 0.292  -1.062
H 2.059 -0.288 -1.440  0.307
H 0.031 1.336 -1.078  0.122
H 2.817 0.802 -0.083  0.262
H 0.324 1.090 1.917  0.237
H 1.255 -0.363 2.556  0.252
H -1.588 1.305 -0.301  0.198
H -1.388 0.741 -1.980  0.229
H -1.231 2.478 -1.599  0.344
H -2.000 -1.519 0.778  0.271
H -1.195 -1.657 -0.791  0.265
H -0.791 -2.786 0.518  0.338

Results
Kohn-Sham gap, eV: 7.7
E_LUMO, eV: 0.99
E_tot, Eh: -251.7171
Charge: 0

***

DFT (ωB97M-V with the def2-TZVPD basis set) results for 7 unconnected molecules or ions with the total composition C30H80N6O9 in a non-equilibrium geometry.

Last column: Löwdin spin population.
CARTESIAN COORDINATES (ANGSTROEM)
C 5.168 -4.303 4.934  0.000
C 6.211 -3.791 3.933  0.000
C 6.534 -2.325 4.173  0.000
O 5.413 -1.466 4.068  0.000
C 5.083 -0.947 2.757  0.000
N 7.413 -4.583 4.192  0.000
H 4.656 -5.167 4.508  0.000
H 4.424 -3.558 5.218  0.000
H 5.625 -4.677 5.850  0.000
H 5.878 -4.086 2.937  0.000
H 7.419 -1.923 3.681  0.000
H 6.592 -2.249 5.259  0.000
H 4.068 -0.698 3.067  0.000
H 5.183 -1.688 1.964  0.000
H 5.428 0.035 2.433  0.000
H 7.686 -4.312 5.126  0.000
H 8.211 -4.079 3.833  0.000
C 2.283 1.018 -1.457  0.000
C 1.301 0.246 -0.568  0.000
C 0.271 -0.695 -1.335  0.000
O -0.961 -0.106 -1.563  0.000
C -1.735 0.262 -0.384  0.000
N 2.175 -0.538 0.245  0.000
H 1.866 1.801 -2.090  0.000
H 2.895 0.412 -2.126  0.000
H 2.942 1.608 -0.819  0.000
H 0.886 0.972 0.132  0.000
H 0.163 -1.546 -0.663  0.000
H 0.728 -1.065 -2.253  0.000
H -2.752 0.057 -0.716  0.000
H -1.689 1.290 -0.023  0.000
H -1.651 -0.545 0.343  0.000
H 2.987 -0.018 0.544  0.000
H 1.680 -0.447 1.121  0.000
C -5.611 -2.248 -2.333  0.000
C -4.489 -1.886 -3.271  0.000
C -4.543 -0.432 -3.774  0.000
O -3.395 -0.041 -4.622  0.000
C -3.475 1.177 -5.335  0.001
N -3.244 -2.342 -2.681  0.000
H -5.614 -3.318 -2.126  0.000
H -6.524 -1.909 -2.822  0.000
H -5.415 -1.630 -1.456  0.000
H -4.710 -2.407 -4.203  0.000
H -4.529 0.180 -2.872  0.000
H -5.330 -0.151 -4.474  0.000
H -4.280 1.131 -6.068  0.000
H -2.634 1.071 -6.020  0.000
H -3.545 2.125 -4.802  0.000
H -2.476 -2.045 -3.266  0.000
H -3.014 -1.889 -1.808  0.000
C 3.296 2.268 5.725  0.000
C 2.814 1.907 4.336  0.000
C 1.875 0.761 4.338  0.000
O 1.396 0.578 2.957  0.000
C 0.151 -0.216 2.793  0.000
N 2.131 3.057 3.875  0.000
H 4.014 3.068 5.549  0.000
H 3.768 1.434 6.245  0.000
H 2.477 2.644 6.339  0.000
H 3.538 1.573 3.593  0.000
H 0.996 0.941 4.956  0.000
H 2.496 -0.121 4.491  0.000
H 0.112 -0.605 1.775  0.000
H -0.639 0.513 2.974  0.000
H 0.113 -0.951 3.597  0.000
H 1.652 2.835 3.014  0.000
H 1.417 3.282 4.553  0.000
C -6.946 0.820 1.409  0.000
C -6.635 1.310 -0.054  0.000
O -5.253 1.511 -0.358  0.000
H -7.914 1.149 1.787  0.000
H -6.266 1.316 2.102  0.000
H -7.072 -0.262 1.418  0.000
H -7.188 2.244 -0.153  0.000
H -7.008 0.687 -0.867  0.000
H -5.048 2.007 -1.154  0.000
C 1.529 8.869 -4.043  0.001
O 1.481 7.495 -4.302  0.004
C 1.728 6.553 -3.275  0.013
C 1.320 5.114 -3.660  0.086
N -0.002 5.071 -4.270  0.691
C -0.592 3.726 -4.604  0.058
C -0.358 3.436 -6.099  0.049
O -1.085 4.367 -6.883  0.003
C -1.157 4.064 -8.305  0.002
H 2.282 9.060 -3.278  0.000
H 0.615 9.163 -3.526  0.000
H 1.729 9.419 -4.962  0.000
H 1.007 6.891 -2.531  0.002
H 2.723 6.648 -2.841  0.000
H 1.471 4.553 -2.738  0.007
H 2.082 4.806 -4.376  0.046
H -0.064 5.816 -4.950  0.017
H -1.670 3.708 -4.443  0.016
H -0.060 2.992 -3.999  -0.001
H -0.757 2.434 -6.260  0.006
H 0.692 3.393 -6.391  0.000
H -0.312 4.428 -8.890  0.000
H -2.046 4.552 -8.706  0.000
H -1.421 3.010 -8.397  0.000
C -4.328 -1.565 3.229  0.000
O -3.565 -2.680 3.421  0.000
C -3.190 -3.468 2.231  0.000
C -2.207 -4.592 2.638  0.000
N -1.095 -4.751 1.720  0.000
C -0.168 -5.697 2.326  0.000
C 1.133 -5.928 1.502  0.000
O 1.969 -4.791 1.804  0.000
C 3.223 -4.723 1.181  0.000
H -5.170 -1.733 2.556  0.000
H -3.782 -0.675 2.919  0.000
H -4.869 -1.250 4.121  0.000
H -2.884 -2.828 1.403  0.000
H -4.071 -4.047 1.956  0.000
H -2.643 -5.537 2.963  0.000
H -1.751 -4.329 3.592  0.000
H -0.640 -3.953 1.300  0.000
H -0.598 -6.694 2.422  0.000
H 0.211 -5.429 3.312  0.000
H 0.911 -5.989 0.436  0.000
H 1.649 -6.807 1.888  0.000
H 3.221 -4.196 0.227  0.000
H 3.744 -5.676 1.090  0.000
H 3.932 -4.251 1.862  0.000

Results
Spin multiplicity: 2
Kohn-Sham gap (alpha / beta), eV: 7.4 / 2.4
E_LUMO (alpha / beta), eV: -2.34 / -7.33
E_tot, Eh: -2196.0440
Charge: +1

***

DFT (ωB97M-V with the def2-TZVPD basis set) results for a molecular structure, CH3NO3 in a non-equilibrium geometry.

Last column: Mulliken charge in e.
CARTESIAN COORDINATES (ANGSTROEM)
C 0.102 0.035 -0.246  0.577
N -0.427 1.227 -0.580  -0.395
O -0.749 -0.530 1.365  -0.617
O 1.646 -1.682 -0.023  -0.563
O 1.127 -0.579 -0.511  0.101
H -1.408 1.230 -0.324  0.302
H -0.189 1.360 -1.555  0.290
H -0.101 -1.061 1.874  0.304

Results
Kohn-Sham gap (alpha / beta), eV: 9.0 / 9.0
E_LUMO (alpha / beta), eV: -0.31 / -0.31
E_tot, Eh: -320.1318
Charge: 0

***

DFT (ωB97M-V with the def2-TZVPD basis set) results for a molecular structure, C5H3N4O2PtS2 in a non-equilibrium geometry.

Last column: Mulliken charge in e.
CARTESIAN COORDINATES (ANGSTROEM)
Pt 0.037 -0.256 0.529  0.920
S -0.231 -2.541 -0.461  -0.065
C 0.892 -1.521 -1.326  0.126
S 2.167 -0.893 -0.284  -0.087
C 0.872 -1.323 -2.703  0.838
C 1.660 -0.323 -3.310  -0.025
N 2.266 0.524 -3.789  -0.240
C 0.036 -2.072 -3.555  -0.171
N -0.612 -2.679 -4.281  -0.221
N -0.322 0.361 2.778  -0.492
N -1.139 1.498 2.764  -0.161
C -1.382 2.181 1.528  0.789
O -1.849 3.286 1.585  -0.499
O -1.073 1.527 0.479  -0.684
H -0.796 -0.419 3.251  0.350
H 0.588 0.540 3.220  0.333
H -1.115 2.110 3.576  0.288

Results
Kohn-Sham gap (alpha / beta), eV: 4.5 / 4.5
E_LUMO (alpha / beta), eV: -8.94 / -8.94
E_tot, Eh: -1477.0520
Charge: +1

***

DFT (ωB97M-V with the def2-TZVPD basis set) results for a molecular structure, C3H8DyO in a non-equilibrium geometry.

Last column: Löwdin spin population.
CARTESIAN COORDINATES (ANGSTROEM)
C -0.410 -2.349 0.025  -0.011
O -0.638 -0.970 0.221  -0.023
C -1.882 -0.460 -0.264  -0.004
C -1.951 1.045 -0.120  -0.028
H 0.595 -2.544 0.424  -0.010
H -1.164 -2.927 0.581  -0.001
H -0.456 -2.599 -1.047  -0.001
H -2.680 -0.960 0.312  -0.001
H -1.999 -0.777 -1.314  -0.001
H -0.786 1.579 -0.395  -0.025
H -2.905 1.213 -0.648  -0.001
H -2.240 1.976 0.396  -0.003
Dy 1.151 0.671 1.013  5.108

Results
Spin multiplicity: 6
Kohn-Sham gap (alpha / beta), eV: 10.3 / 6.6
E_LUMO (alpha / beta), eV: -3.67 / -3.38
E_tot, Eh: -1078.9860
Charge: +1

***

DFT (ωB97M-V with the def2-TZVPD basis set) results for a molecular structure, C39H31NOPS8Sb2W in a non-equilibrium geometry.

Last column: Löwdin spin population.
CARTESIAN COORDINATES (ANGSTROEM)
W -0.360 2.061 1.449  0.705
O 1.517 4.002 7.906  0.002
C 1.139 3.716 6.814  0.001
S 1.628 4.590 5.343  -0.004
C 0.781 3.565 4.207  0.013
C 0.019 2.556 4.722  0.031
S -0.929 1.515 3.741  0.025
S 0.033 2.365 6.459  0.009
S 0.967 3.859 2.529  0.103
S -4.222 2.402 3.568  -0.039
Sb -3.715 2.303 1.359  -0.028
S -2.035 0.435 1.101  -0.026
S -1.815 3.884 1.149  -0.045
N 2.770 2.619 0.652  0.034
C 3.029 2.190 -0.655  0.000
C 4.309 1.864 -1.095  0.003
C 4.523 1.498 -2.410  -0.001
C 3.466 1.460 -3.306  0.003
C 2.186 1.736 -2.868  0.000
C 1.950 2.058 -1.535  0.008
P 0.233 2.209 -0.926  0.030
C -0.341 3.558 -2.018  -0.001
C -0.183 4.859 -1.553  0.002
C -0.511 5.934 -2.357  0.000
C -0.987 5.715 -3.640  0.000
C -1.135 4.422 -4.113  0.000
C -0.816 3.344 -3.309  0.000
C -0.561 0.798 -1.769  0.012
C -1.954 0.859 -1.887  0.001
C -2.652 -0.169 -2.490  -0.002
C -1.967 -1.255 -3.016  0.000
C -0.589 -1.331 -2.886  -0.002
C 0.112 -0.334 -2.220  0.002
H 2.514 3.600 0.695  0.001
H 3.538 2.441 1.288  0.001
H 5.139 1.921 -0.405  0.000
H 5.520 1.259 -2.752  0.000
H 3.635 1.205 -4.342  0.000
H 1.356 1.687 -3.557  0.000
H 0.190 5.019 -0.547  0.002
H -0.395 6.940 -1.985  0.000
H -1.241 6.551 -4.273  0.000
H -1.504 4.247 -5.112  0.000
H -0.946 2.339 -3.686  0.000
H -2.477 1.748 -1.538  0.000
H -3.730 -0.114 -2.562  0.000
H -2.506 -2.038 -3.530  0.000
H -0.041 -2.155 -3.322  0.000
H 1.188 -0.408 -2.112  0.000
S 1.101 0.280 1.321  0.021
Sb -0.419 -1.820 0.673  0.072
C -0.387 -2.737 2.624  0.007
C -1.256 -2.312 3.621  0.001
C -1.257 -2.956 4.849  0.000
C -0.392 -4.012 5.081  0.001
C 0.482 -4.425 4.090  0.000
C 0.488 -3.788 2.864  0.003
C -2.298 -2.784 -0.073  0.031
C -3.497 -2.232 0.345  0.002
C -4.694 -2.646 -0.214  0.000
C -4.695 -3.622 -1.196  0.001
C -3.503 -4.221 -1.565  0.002
C -2.304 -3.801 -1.009  0.005
C 1.349 -2.807 -0.164  0.007
C 2.554 -2.523 0.463  0.001
C 3.739 -3.050 -0.021  0.000
C 3.729 -3.863 -1.141  0.001
C 2.529 -4.151 -1.766  0.000
C 1.345 -3.612 -1.289  0.002
H -1.920 -1.473 3.454  0.000
H -1.931 -2.633 5.627  0.000
H -0.401 -4.519 6.034  0.000
H 1.163 -5.245 4.273  0.000
H 1.173 -4.108 2.090  0.000
H -3.515 -1.469 1.110  -0.001
H -5.617 -2.185 0.108  0.000
H -5.624 -3.928 -1.654  0.000
H -3.500 -5.011 -2.303  0.000
H -1.387 -4.292 -1.288  0.001
H 2.562 -1.880 1.333  0.000
H 4.670 -2.814 0.473  0.000
H 4.653 -4.271 -1.524  0.000
H 2.511 -4.787 -2.639  0.000
H 0.422 -3.833 -1.797  0.000

Results
Spin multiplicity: 2
Kohn-Sham gap (alpha / beta), eV: 4.3 / 4.1
E_LUMO (alpha / beta), eV: -2.46 / -2.54
E_tot, Eh: -5709.2308
Charge: 0